# 1
Computed, not measured: a molecular structure, C28H20N5O6W at a distorted geometry, with ωB97M-V/def2-TZVPD.

Atoms and positions in Å:
W 0.428 3.937 -0.157
O 6.409 3.882 0.711
C 5.083 3.973 0.610
C 4.203 3.436 1.570
C 2.847 3.605 1.394
N 2.318 4.257 0.318
C 3.172 4.674 -0.674
C 4.541 4.566 -0.546
C 2.398 5.092 -1.886
O 2.845 5.643 -2.856
O 1.113 4.709 -1.729
C 1.751 2.995 2.233
O 1.921 2.440 3.286
O 0.581 3.112 1.605
H 6.694 3.480 1.544
H 4.559 2.867 2.417
H 5.187 4.903 -1.342
C -2.253 -9.438 -0.187
O -3.169 -8.365 -0.147
C -2.736 -7.097 -0.072
C -3.739 -6.119 -0.013
C -3.423 -4.787 0.052
C -2.084 -4.378 0.054
C -1.083 -5.355 0.012
C -1.400 -6.694 -0.045
C -1.704 -2.991 0.043
N -0.461 -2.584 -0.124
C -0.508 -1.239 -0.176
C -1.829 -0.786 -0.022
N -2.569 -1.923 0.123
C -2.186 0.584 -0.077
C -3.482 1.086 0.065
C -3.682 2.457 -0.049
C -2.614 3.300 -0.267
N -1.328 2.875 -0.397
C -1.119 1.499 -0.322
C 0.210 1.042 -0.526
N 1.152 1.986 -0.853
C 2.400 1.557 -1.094
C 2.807 0.242 -0.949
C 1.879 -0.723 -0.592
C 0.554 -0.334 -0.427
H -2.866 -10.337 -0.218
H -1.622 -9.462 0.704
H -1.624 -9.401 -1.080
H -4.765 -6.447 -0.020
H -4.221 -4.060 0.094
H -0.054 -5.033 0.028
H -0.606 -7.420 -0.070
H -3.560 -1.973 0.288
H -4.305 0.415 0.241
H -4.676 2.863 0.028
H -2.768 4.372 -0.353
H 3.100 2.306 -1.446
H 3.831 -0.024 -1.146
H 2.138 -1.760 -0.457
C -0.322 5.840 0.608
H -0.817 6.474 -0.147
H 0.489 6.480 0.996
H -1.038 5.777 1.442

## Properties
- charge = +1
- ΔE to the lowest compared entry with this formula, charge and spin (kJ/mol) = 117.3
- ⟨S²⟩ = 2.031
- E_LUMO (alpha / beta) (eV) = -4.020 / -4.388
- multiplicity = 3

# 2
Computed, not measured: a gas-phase ion, C4H12N3O (charge +2) at a distorted geometry, with ωB97M-V/def2-TZVPD.

Atoms and positions in Å:
N -3.040 0.230 0.433
C -2.175 0.570 -0.580
C -0.800 -0.058 -0.147
N 0.209 0.391 -1.056
C 1.402 -0.380 -1.071
C 1.967 -0.651 0.444
N 2.192 0.532 1.188
O -0.461 0.211 1.116
H -3.773 -0.470 0.350
H -0.956 -1.128 -0.383
H -2.568 -0.086 1.261
H -2.400 0.107 -1.601
H -2.129 1.683 -0.676
H 0.440 1.311 -0.777
H 1.402 -1.349 -1.636
H 2.179 0.278 -1.531
H 2.962 -1.172 0.247
H 1.258 -1.288 0.993
H 3.011 0.472 1.815
H 1.281 0.798 1.610

## Properties
- charge = +2
- ΔE to the lowest compared entry with this formula, charge and spin (kJ/mol) = 579.1
- ⟨S²⟩ = 1.684
- E_LUMO (alpha / beta) (eV) = -11.704 / -12.242
- multiplicity = 2

# 3
Computed, not measured: a molecular structure, C17H39GeN2O4PSSeTi at a distorted geometry, with ωB97M-V/def2-TZVPD.

Atoms and positions in Å:
Ti -0.677 -0.257 -0.229
C -4.559 -0.332 -1.405
Ge -2.985 -1.506 -1.377
C -3.495 -3.240 -2.139
C -1.673 -0.795 -2.722
C -1.907 -1.607 0.234
H -5.090 -0.438 -2.352
H -4.271 0.712 -1.284
H -5.252 -0.594 -0.604
H -3.897 -3.086 -3.141
H -4.261 -3.731 -1.540
H -2.636 -3.906 -2.206
H -2.128 -0.135 -3.462
H -1.198 -1.634 -3.233
H -0.825 -0.180 -2.352
H -2.227 -2.450 0.847
C -0.295 0.183 4.382
S -0.939 -0.549 2.879
C 0.030 -2.050 2.921
O -0.268 0.308 1.806
H 0.765 0.397 4.253
H -0.453 -0.508 5.209
H -0.839 1.105 4.570
H -0.266 -2.625 3.798
H 1.085 -1.782 2.965
H -0.194 -2.599 2.010
C 0.581 3.736 1.208
N -0.720 3.410 1.765
C -1.124 3.658 3.058
C -2.364 3.134 3.191
N -2.696 2.564 1.982
C -3.924 1.843 1.681
C -1.687 2.746 1.113
Se -1.719 2.201 -0.674
H 1.022 4.527 1.808
H 0.450 4.074 0.183
H 1.216 2.850 1.225
H -0.501 4.193 3.750
H -3.047 3.129 4.021
H -4.461 1.692 2.614
H -3.668 0.881 1.229
H -4.534 2.420 0.988
C 5.733 -1.237 -0.347
C 4.871 -0.005 -0.267
O 3.618 -0.236 -0.965
P 2.242 0.140 -0.228
O 1.323 0.668 -1.482
C 1.743 1.670 -2.442
C 2.096 1.004 -3.750
O 1.371 -1.286 -0.188
C 1.425 -2.254 -1.305
C 2.631 -3.150 -1.184
H 6.697 -1.038 0.122
H 5.916 -1.521 -1.383
H 5.274 -2.079 0.170
H 5.342 0.850 -0.752
H 4.654 0.269 0.769
H 2.588 2.223 -2.024
H 0.901 2.355 -2.536
H 2.980 0.376 -3.645
H 2.295 1.760 -4.509
H 1.264 0.390 -4.096
H 1.414 -1.683 -2.236
H 0.484 -2.797 -1.215
H 3.551 -2.633 -1.432
H 2.515 -3.991 -1.870
H 2.705 -3.555 -0.175

## Properties
- charge = +1
- ΔE to the lowest compared entry with this formula, charge and spin (kJ/mol) = 0.0
- ⟨S²⟩ = 0.768
- E_LUMO (alpha / beta) (eV) = -1.866 / -1.867
- multiplicity = 2

# 4
Computed, not measured: 8 unconnected molecules or ions with the total composition C66H147N7O at a distorted geometry, with ωB97M-V/def2-TZVPD.

Atoms and positions in Å:
C 1.050 1.555 2.165
C 0.284 1.157 0.917
C 0.784 -0.220 0.393
O -1.089 1.234 1.014
H 0.906 2.619 2.381
H 2.136 1.404 2.213
H 0.800 1.039 3.106
H 0.671 1.956 0.246
H 0.328 -0.429 -0.576
H 0.499 -1.011 1.093
H 1.868 -0.232 0.246
C -1.052 -2.882 -1.528
C 0.360 -3.202 -2.081
C 0.485 -4.132 -3.268
C 0.523 -5.589 -2.742
N 0.649 -6.663 -3.799
C -0.657 -6.895 -4.534
C -1.583 -7.597 -3.500
C -0.629 -8.469 -2.709
C 0.798 -7.998 -3.102
C 1.805 -6.453 -4.742
H -1.588 -3.761 -1.154
H -1.656 -2.414 -2.308
H -1.048 -2.180 -0.693
H 1.045 -3.353 -1.242
H 0.686 -2.214 -2.430
H 1.331 -3.847 -3.889
H -0.413 -4.082 -3.892
H -0.240 -5.825 -2.005
H 1.470 -5.673 -2.198
H -0.483 -7.636 -5.314
H -1.055 -5.993 -4.991
H -2.282 -8.142 -4.129
H -2.026 -6.749 -2.980
H -0.761 -9.509 -2.990
H -0.611 -8.314 -1.632
H 1.252 -8.671 -3.831
H 1.527 -7.955 -2.295
H 1.656 -7.244 -5.471
H 2.723 -6.482 -4.161
H 1.768 -5.503 -5.268
C 1.742 -0.572 5.453
C 0.247 -0.981 5.497
C -0.166 -1.815 4.290
C -1.669 -2.098 4.332
N -2.149 -3.268 3.491
C -3.675 -3.472 3.545
C -4.217 -2.444 2.535
C -3.090 -2.228 1.514
C -1.912 -3.000 2.013
C -1.517 -4.543 3.995
H 2.267 -1.533 5.450
H 2.051 -0.103 6.385
H 2.063 0.040 4.614
H -0.400 -0.102 5.582
H 0.049 -1.551 6.407
H 0.408 -2.741 4.360
H 0.103 -1.298 3.367
H -2.281 -1.232 4.077
H -1.999 -2.457 5.310
H -3.841 -4.497 3.225
H -3.973 -3.347 4.583
H -5.157 -2.803 2.113
H -4.545 -1.486 2.938
H -3.392 -2.429 0.488
H -2.852 -1.159 1.544
H -1.909 -3.992 1.551
H -0.938 -2.570 1.791
H -1.715 -4.664 5.057
H -0.454 -4.460 3.787
H -1.884 -5.405 3.444
C 4.642 2.136 0.553
C 4.039 2.476 -0.824
C 4.894 3.627 -1.413
C 4.595 3.924 -2.896
N 5.542 4.977 -3.500
C 6.978 4.452 -3.525
C 7.619 5.012 -4.810
C 6.432 5.000 -5.766
C 5.148 5.127 -4.969
C 5.494 6.312 -2.784
H 5.722 2.013 0.516
H 4.122 1.249 0.909
H 4.456 3.007 1.184
H 2.979 2.723 -0.746
H 4.060 1.603 -1.485
H 5.940 3.368 -1.261
H 4.674 4.518 -0.825
H 3.623 4.387 -3.077
H 4.626 3.030 -3.515
H 7.374 4.904 -2.618
H 7.000 3.366 -3.555
H 8.058 5.996 -4.649
H 8.414 4.373 -5.186
H 6.527 5.768 -6.531
H 6.504 4.017 -6.235
H 4.662 6.095 -5.070
H 4.436 4.369 -5.288
H 5.639 6.000 -1.750
H 4.504 6.762 -2.731
H 6.265 7.007 -3.099
C 4.704 -1.799 -0.303
C 3.777 -2.893 0.286
C 4.548 -3.801 1.229
C 3.688 -4.816 1.985
N 4.462 -5.480 3.112
C 3.565 -6.494 3.829
C 4.254 -6.793 5.155
C 4.896 -5.438 5.500
C 4.880 -4.575 4.234
C 5.692 -6.175 2.576
H 5.480 -2.174 -0.965
H 5.140 -1.151 0.459
H 4.012 -1.131 -0.824
H 3.387 -3.405 -0.600
H 2.900 -2.443 0.761
H 5.244 -3.240 1.860
H 5.298 -4.292 0.598
H 3.437 -5.643 1.320
H 2.772 -4.403 2.405
H 3.509 -7.341 3.149
H 2.614 -5.998 4.022
H 4.969 -7.598 4.984
H 3.609 -7.083 5.979
H 5.906 -5.543 5.893
H 4.317 -5.096 6.357
H 5.826 -4.092 4.002
H 4.172 -3.751 4.346
H 6.196 -6.662 3.411
H 6.366 -5.373 2.287
H 5.492 -6.947 1.839
C -0.333 1.898 -3.568
C -0.796 0.440 -3.469
C -2.175 0.080 -4.050
C -3.236 0.696 -3.113
N -4.665 0.220 -3.423
C -4.966 0.091 -4.920
C -6.481 0.135 -4.989
C -6.953 0.968 -3.790
C -5.669 1.312 -3.026
C -4.928 -1.050 -2.681
H -0.866 2.464 -2.796
H -0.471 2.371 -4.539
H 0.710 2.010 -3.269
H -0.776 0.139 -2.418
H -0.018 -0.147 -3.963
H -2.274 -0.997 -4.172
H -2.301 0.639 -4.977
H -3.312 1.734 -3.427
H -3.021 0.513 -2.062
H -4.532 -0.817 -5.327
H -4.576 0.995 -5.385
H -6.912 -0.864 -4.943
H -6.755 0.607 -5.930
H -7.598 0.438 -3.089
H -7.496 1.859 -4.096
H -5.759 1.263 -1.943
H -5.299 2.268 -3.391
H -5.954 -1.398 -2.791
H -4.863 -0.778 -1.627
H -4.225 -1.804 -3.021
C -7.016 1.623 0.906
C -5.688 1.233 1.549
C -5.255 2.185 2.697
C -3.897 1.753 3.303
N -3.167 2.800 4.138
C -2.015 2.090 4.852
C -0.878 3.059 5.076
C -1.127 4.244 4.172
C -2.364 3.843 3.363
C -4.087 3.378 5.199
H -6.916 2.563 0.356
H -7.815 1.651 1.642
H -7.281 0.947 0.089
H -4.922 1.107 0.775
H -5.792 0.220 1.952
H -5.941 2.105 3.544
H -5.261 3.231 2.389
H -3.268 1.668 2.410
H -4.003 0.817 3.844
H -2.397 1.543 5.716
H -1.735 1.270 4.182
H -0.850 3.300 6.142
H 0.115 2.625 4.964
H -1.311 5.168 4.721
H -0.285 4.509 3.534
H -2.994 4.696 3.094
H -2.190 3.387 2.383
H -4.868 3.951 4.706
H -3.555 4.073 5.846
H -4.412 2.483 5.720
C 2.673 6.579 0.142
C 1.682 5.407 0.253
C 0.246 5.795 -0.137
C -0.630 4.621 -0.514
N -2.001 5.055 -1.055
C -2.870 3.778 -1.171
C -4.281 4.148 -0.620
C -4.228 5.622 -0.357
C -2.766 5.836 -0.009
C -1.981 5.765 -2.380
H 2.739 6.829 -0.920
H 3.660 6.219 0.428
H 2.343 7.440 0.716
H 1.582 5.093 1.294
H 1.997 4.604 -0.417
H 0.341 6.551 -0.922
H -0.191 6.297 0.731
H -0.786 3.864 0.258
H -0.228 4.095 -1.384
H -2.904 3.477 -2.217
H -2.382 2.937 -0.671
H -5.067 3.845 -1.310
H -4.443 3.602 0.313
H -4.464 6.087 -1.316
H -4.936 6.020 0.365
H -2.602 6.911 -0.096
H -2.434 5.539 0.982
H -1.558 6.759 -2.261
H -3.001 5.819 -2.744
H -1.336 5.200 -3.050

## Properties
- charge = +6
- ΔE to the lowest compared entry with this formula, charge and spin (kJ/mol) = 52.0
- E_LUMO (eV) = -10.531
- multiplicity = 1

# 5
Computed, not measured: 2 unconnected molecules or ions with the total composition C3H4S3 at a distorted geometry, with ωB97M-V/def2-TZVPD.

Atoms and positions in Å:
C -1.085 -0.893 0.982
C -1.008 0.445 1.169
C 0.855 0.326 -1.036
S 1.034 -1.140 -0.460
S 1.540 1.269 -2.241
S -1.202 1.461 -0.204
H -0.833 -1.667 1.673
H -1.592 -1.348 0.248
H -0.612 0.671 2.105
H 2.903 0.876 -2.235

## Properties
- ΔE to the lowest compared entry with this formula, charge and spin (kJ/mol) = 325.9
- E_LUMO (eV) = -0.708
- multiplicity = 1

# 6
Computed, not measured: 2 unconnected molecules or ions with the total composition C3H7O2P at a distorted geometry, with ωB97M-V/def2-TZVPD.

Atoms and positions in Å:
C -0.496 0.498 2.085
P 1.184 0.765 2.386
O 1.503 2.324 1.836
H -0.994 1.521 1.878
H 0.478 1.311 3.602
H 2.522 2.408 2.014
C -0.196 -1.361 -1.818
C -0.907 -0.304 -0.975
O -0.472 -0.029 0.169
H 0.760 -1.551 -1.244
H 0.129 -0.992 -2.843
H -0.949 -2.075 -2.015
H -1.845 0.120 -1.340

## Properties
- ΔE to the lowest compared entry with this formula, charge and spin (kJ/mol) = 518.9
- E_LUMO (eV) = 0.399
- SMILES string = C#[PH]O.CC=O
- multiplicity = 1

# 7
Computed, not measured: a molecular structure, C18H32CuN3O11 at a distorted geometry, with ωB97M-V/def2-TZVPD.

Atoms and positions in Å:
Cu 0.102 -0.338 0.631
N 1.325 -0.365 3.707
O 0.742 -0.013 2.701
O 1.927 -1.406 3.720
O 1.423 0.384 4.653
C -0.891 3.454 -1.292
C -0.544 2.121 -0.874
C -0.598 0.970 -1.988
O -0.191 -0.141 -1.566
C -0.982 1.312 -3.336
C -1.325 2.595 -3.617
C -1.301 3.728 -2.570
O -1.668 4.912 -2.892
O -1.515 2.898 -4.854
O -0.467 1.659 0.280
H -0.907 4.231 -0.542
H -1.120 0.528 -4.066
C 4.534 2.834 -1.717
O 4.302 1.746 -0.869
C 4.336 2.014 0.573
C 2.940 1.647 1.083
N 2.243 0.559 0.384
C 2.981 -0.728 0.488
C 2.323 -1.765 -0.475
O 0.969 -2.006 -0.201
C 0.418 -2.998 -1.085
H 5.427 3.363 -1.385
H 3.783 3.624 -1.697
H 4.601 2.570 -2.772
H 4.666 2.967 0.986
H 5.158 1.383 0.909
H 2.376 2.568 0.934
H 2.886 1.474 2.158
H 2.665 0.858 -0.484
H 3.267 -1.163 1.446
H 3.992 -0.601 0.099
H 2.951 -2.656 -0.478
H 2.390 -1.301 -1.459
H 0.411 -2.688 -2.130
H -0.595 -3.168 -0.720
H 1.042 -3.888 -1.000
C -4.552 1.439 -1.530
O -3.700 0.339 -1.108
C -4.168 -0.840 -0.600
C -2.945 -1.645 -0.219
N -2.129 -0.822 0.748
C -2.442 -0.956 2.151
C -1.980 -2.281 2.711
O -0.791 -2.687 2.034
C -0.086 -3.836 2.544
H -5.379 1.604 -0.839
H -4.856 1.235 -2.556
H -3.860 2.280 -1.567
H -4.612 -1.340 -1.461
H -4.714 -0.455 0.261
H -2.249 -1.747 -1.052
H -3.247 -2.643 0.096
H -2.549 0.051 0.463
H -3.472 -0.792 2.466
H -1.836 -0.259 2.730
H -2.707 -3.010 2.353
H -1.943 -2.306 3.800
H -0.824 -4.638 2.586
H 0.365 -3.646 3.517
H 0.597 -4.221 1.787

## Properties
- ⟨S²⟩ = 2.010
- E_LUMO (alpha / beta) (eV) = -1.018 / -3.129
- multiplicity = 3

# 8
Computed, not measured: 2 unconnected molecules or ions with the total composition C14H16BrF2N3O3P2 at a distorted geometry, with ωB97M-V/def2-TZVPD.

Atoms and positions in Å:
O 7.822 0.691 -0.671
C 7.361 1.404 -1.493
F 7.701 1.317 -2.766
N 6.402 2.418 -1.149
P 5.288 2.818 -2.456
P 3.468 2.421 -1.243
O 3.819 0.883 -0.731
Br 1.753 2.257 -2.666
C 6.987 3.550 -0.510
O 6.402 4.217 0.272
F 8.223 3.809 -0.895
H 5.260 4.229 -2.528
H 4.332 0.971 0.085
C 0.885 2.330 1.190
N -0.194 1.321 1.055
C -1.272 1.625 0.316
C -2.280 0.707 0.128
C -2.181 -0.557 0.705
C -1.060 -0.836 1.480
C -0.081 0.121 1.641
C -3.225 -1.590 0.487
C -2.897 -2.822 -0.071
C -3.869 -3.785 -0.231
N -5.135 -3.551 0.148
C -5.485 -2.364 0.672
C -4.552 -1.368 0.848
C -6.168 -4.608 0.011
H 0.458 3.241 1.604
H 1.300 2.502 0.203
H 1.658 1.950 1.848
H -1.299 2.611 -0.127
H -3.127 0.981 -0.486
H -0.938 -1.793 1.968
H 0.805 -0.061 2.232
H -1.887 -3.043 -0.390
H -3.651 -4.753 -0.659
H -6.522 -2.241 0.952
H -4.867 -0.432 1.288
H -6.981 -4.222 -0.598
H -6.522 -4.871 1.004
H -5.730 -5.478 -0.467

## Properties
- charge = +2
- E_LUMO (eV) = -7.701
- multiplicity = 1